Entry 1:
Entry from the OMol25 dataset: 2 unconnected molecules or ions with the total composition C42H39F6N3O2 at a distorted geometry (wB97M-V/def2-TZVPD).

Lowest unoccupied orbital energy   -2.83 eV
F_max   1.928 eV/A

ORCA input file:
```
! RIJCOSX wB97M-V def2-TZVPD def2/J DEFGRID3
* xyz 0 1
C -1.828 -0.886 -2.827
C -2.063 0.016 -4.024
N -2.348 1.418 -3.657
C -3.707 1.878 -3.951
C -3.937 2.273 -5.390
C -1.367 2.354 -3.336
C -0.005 1.851 -3.296
C 1.113 2.690 -3.582
C 2.465 2.036 -3.813
C 2.602 0.693 -4.195
C 3.870 0.137 -4.438
C 5.017 0.935 -4.314
C 4.887 2.294 -3.979
C 3.622 2.832 -3.746
O 1.025 3.928 -3.663
O -1.727 3.516 -3.054
H -1.448 -1.854 -3.174
H -1.117 -0.455 -2.117
H -2.766 -1.064 -2.294
H -1.181 0.017 -4.689
H -2.948 -0.314 -4.592
H -4.365 1.049 -3.669
H -3.913 2.739 -3.307
H -4.958 2.640 -5.496
H -3.246 3.076 -5.656
H -3.787 1.430 -6.068
H 0.131 0.801 -3.044
H 1.696 0.099 -4.300
H 3.946 -0.914 -4.735
H 6.004 0.515 -4.519
H 5.766 2.942 -3.911
H 3.515 3.890 -3.505
F -5.219 -4.497 -0.823
C -5.225 -3.203 -0.428
F -4.405 -2.507 -1.290
F -6.486 -2.704 -0.630
C -4.768 -2.951 0.976
N -4.858 -1.477 1.179
C -5.870 -1.069 2.083
C -5.804 -1.446 3.434
C -6.822 -1.074 4.309
C -7.927 -0.365 3.828
C -7.994 0.008 2.485
C -6.975 -0.349 1.606
C -3.662 -0.761 1.086
C -3.571 0.413 0.313
C -2.342 0.986 0.062
C -1.124 0.440 0.601
C 0.156 0.866 0.121
C 1.449 0.513 0.638
C 2.562 1.396 0.449
C 3.769 1.200 1.094
C 3.992 0.037 1.868
N 5.217 -0.206 2.480
C 6.459 0.072 1.747
C 6.775 -1.113 0.866
F 7.943 -1.013 0.189
F 6.828 -2.256 1.633
F 5.762 -1.313 -0.043
C 5.357 -0.518 3.853
C 4.966 -1.775 4.331
C 5.297 -2.158 5.629
C 5.934 -1.261 6.490
C 6.297 0.013 6.038
C 6.048 0.366 4.713
C 2.946 -0.893 1.972
C 1.739 -0.690 1.340
C -1.308 -0.555 1.608
C -2.508 -1.223 1.732
H -5.441 -3.451 1.677
H -3.731 -3.276 1.079
H -4.926 -2.010 3.765
H -6.744 -1.361 5.358
H -8.727 -0.089 4.508
H -8.847 0.564 2.102
H -6.998 -0.106 0.543
H -4.492 0.797 -0.124
H -2.286 1.871 -0.569
H 0.150 1.633 -0.660
H 2.441 2.272 -0.185
H 4.566 1.941 1.063
H 6.334 0.959 1.118
H 7.274 0.165 2.478
H 4.466 -2.469 3.652
H 5.059 -3.176 5.929
H 6.138 -1.559 7.516
H 6.798 0.720 6.703
H 6.370 1.330 4.300
H 3.114 -1.798 2.543
H 1.011 -1.490 1.388
H -0.501 -0.844 2.273
H -2.602 -2.120 2.343
*
```

Here are the Mulliken charges for atoms 1 to 5, given in e:
1. C -0.022
2. C -0.983
3. N 0.460
4. C -0.738
5. C -1.233



Entry 2:
Entry from the OMol25 dataset: a molecular structure, C42H39N9OPRuS2 at a distorted geometry (wB97M-V/def2-TZVPD).

Lowest unoccupied orbital energy (alpha / beta)   -7.11 / -6.35 eV
Energy above the lowest of the compared OMol25 structures with the same formula, charge and spin   86.7 kcal per mole
F_max   3.382 eV/A

ORCA input file:
```
! RIJCOSX wB97M-V def2-TZVPD def2/J DEFGRID3
* xyz 2 2
Ru 1.249 -0.104 -0.789
N 1.102 -2.873 -4.516
C 1.358 -1.914 -3.628
S 1.359 -2.375 -1.950
N 1.585 -0.695 -4.050
N 1.706 0.274 -3.170
C 1.807 1.501 -3.554
C 1.889 2.539 -2.554
C 1.728 3.891 -2.880
C 1.746 4.833 -1.867
C 1.951 4.408 -0.558
C 2.104 3.049 -0.319
N 2.057 2.142 -1.281
H 0.987 -3.825 -4.205
H 1.158 -2.677 -5.504
H 1.782 1.769 -4.608
H 1.573 4.184 -3.906
H 1.610 5.880 -2.091
H 1.993 5.115 0.254
H 2.277 2.664 0.683
N 3.641 -0.423 1.653
P 1.943 -0.377 1.600
C 1.611 0.096 3.326
C 2.056 -0.720 4.366
C 1.809 -0.349 5.675
C 1.116 0.822 5.949
C 0.675 1.632 4.916
C 0.924 1.270 3.603
C 1.480 -2.148 1.614
C 0.252 -2.506 2.170
C -0.123 -3.836 2.198
C 0.714 -4.805 1.666
C 1.924 -4.448 1.091
C 2.306 -3.118 1.049
C 4.424 -0.327 0.533
C 5.821 -0.273 0.639
C 6.566 -0.146 -0.512
C 5.909 -0.102 -1.740
C 4.533 -0.195 -1.754
N 3.800 -0.296 -0.647
H 4.119 -0.407 2.546
H 2.578 -1.642 4.149
H 2.151 -0.975 6.484
H 0.919 1.101 6.971
H 0.139 2.543 5.135
H 0.589 1.894 2.784
H -0.390 -1.742 2.591
H -1.066 -4.123 2.638
H 0.424 -5.844 1.696
H 2.570 -5.204 0.673
H 3.246 -2.835 0.594
H 6.294 -0.329 1.607
H 7.641 -0.082 -0.465
H 6.455 -0.006 -2.663
H 3.995 -0.195 -2.691
N -5.267 7.335 3.527
C -4.687 6.646 2.822
C -3.981 5.762 1.965
C -4.539 5.386 0.743
C -3.870 4.491 -0.069
C -2.639 3.978 0.328
C -2.077 4.362 1.543
C -2.747 5.248 2.363
N -1.950 3.078 -0.510
C -1.982 3.053 -1.878
C -1.146 2.048 -2.265
N -0.604 1.462 -1.160
C -1.107 2.098 -0.124
H -5.492 5.794 0.441
H -4.310 4.183 -1.004
H -1.110 3.983 1.837
H -2.318 5.552 3.307
H -2.556 3.747 -2.457
H -0.917 1.705 -3.254
H -0.932 1.828 0.900
C -5.112 -6.303 -1.258
C -4.099 -5.209 -1.291
C -3.690 -4.571 -0.122
C -2.837 -3.483 -0.163
C -2.393 -3.028 -1.390
C -2.722 -3.688 -2.563
C -3.569 -4.777 -2.508
S -1.625 -1.406 -1.554
C -3.246 -0.540 -1.444
O -0.943 -1.099 -0.256
H -5.497 -6.457 -0.254
H -4.688 -7.241 -1.611
H -5.940 -6.060 -1.921
H -4.075 -4.895 0.833
H -2.542 -2.957 0.733
H -2.354 -3.313 -3.507
H -3.857 -5.267 -3.426
H -3.830 -0.966 -0.636
H -3.756 -0.686 -2.390
H -3.069 0.516 -1.276
*
```

Here are the Mulliken charges for atoms 1 to 5, given in e:
1. Ru 0.644
2. N -0.355
3. C 0.533
4. S -0.304
5. N -1.915



Entry 3:
Entry from the OMol25 dataset: a molecular structure, C42H40As2N2O3SV at a distorted geometry (wB97M-V/def2-TZVPD).

Lowest unoccupied orbital energy (alpha / beta)   -3.24 / -3.48 eV
Energy above the lowest of the compared OMol25 structures with the same formula, charge and spin   110.0 kcal per mole
F_max   7.209 eV/A

ORCA input file:
```
! RIJCOSX wB97M-V def2-TZVPD def2/J DEFGRID3
* xyz 1 3
V -0.089 -0.156 -0.103
O -0.413 4.118 -0.232
C -0.884 4.215 1.024
C -1.314 5.471 1.452
C -1.846 5.638 2.711
C -1.962 4.554 3.578
C -1.514 3.317 3.180
C -0.966 3.120 1.905
C -0.515 1.792 1.518
O 0.033 1.552 0.363
N -0.626 0.798 2.367
N -0.083 -0.319 1.845
C -0.011 -1.369 2.594
C 0.897 -2.463 2.370
C 1.151 -3.278 3.492
C 2.215 -4.149 3.526
C 3.075 -4.221 2.438
C 2.785 -3.489 1.303
C 1.697 -2.624 1.223
O -0.274 -1.688 -0.434
H -0.120 3.200 -0.389
H -1.211 6.298 0.767
H -2.170 6.618 3.028
H -2.397 4.689 4.558
H -1.585 2.465 3.837
H -0.509 -1.333 3.565
H 0.500 -3.197 4.350
H 2.390 -4.764 4.394
H 3.933 -4.875 2.454
H 3.431 -3.572 0.422
C 1.175 -0.575 -3.292
C 0.977 -1.988 -2.778
As 1.411 -2.272 -0.799
C 1.388 -4.216 -1.059
C 0.346 -4.890 -0.430
C 0.241 -6.267 -0.534
C 1.181 -6.980 -1.262
C 2.222 -6.313 -1.889
C 2.323 -4.935 -1.798
C 3.180 -1.368 -0.920
C 3.446 -0.402 0.044
C 4.658 0.273 0.050
C 5.606 -0.005 -0.923
C 5.330 -0.935 -1.912
C 4.119 -1.614 -1.917
As -0.145 0.591 -2.392
C 0.624 2.346 -2.664
C -0.132 3.426 -3.114
C 0.437 4.685 -3.197
C 1.751 4.879 -2.806
C 2.493 3.819 -2.309
C 1.932 2.557 -2.234
C -1.531 0.507 -3.773
C -2.701 -0.218 -3.581
C -3.638 -0.305 -4.600
C -3.407 0.324 -5.813
C -2.234 1.036 -6.015
C -1.296 1.121 -5.002
H 1.001 -0.527 -4.379
H 2.197 -0.224 -3.089
H 1.598 -2.707 -3.336
H -0.077 -2.294 -2.898
H -0.381 -4.319 0.149
H -0.570 -6.790 -0.046
H 1.107 -8.054 -1.341
H 2.958 -6.870 -2.450
H 3.145 -4.419 -2.283
H 2.691 -0.194 0.814
H 4.863 1.008 0.816
H 6.554 0.514 -0.922
H 6.059 -1.139 -2.681
H 3.910 -2.343 -2.693
H -1.172 3.272 -3.387
H -0.143 5.517 -3.564
H 2.198 5.859 -2.880
H 3.510 3.981 -1.985
H 2.508 1.727 -1.821
H -2.872 -0.720 -2.629
H -4.549 -0.867 -4.454
H -4.135 0.251 -6.607
H -2.050 1.519 -6.962
H -0.370 1.669 -5.156
C -3.831 2.919 -1.726
S -2.874 1.786 -0.682
C -4.138 0.525 -0.330
H -3.916 2.506 -2.727
H -3.288 3.859 -1.747
H -4.811 3.060 -1.282
H -4.862 0.934 0.372
H -3.617 -0.319 0.123
H -4.636 0.219 -1.247
*
```

Here are the Mulliken charges for atoms 1 to 5, given in e:
1. V -0.119
2. O -0.329
3. C 0.016
4. C -0.608
5. C -0.412



Entry 4:
Entry from the OMol25 dataset: a molecular structure, C42H40BrFN3PS4Se2Sr (wB97M-V/def2-TZVPD).

Lowest unoccupied orbital energy   3.29 eV
Energy above the lowest of the compared OMol25 structures with the same formula, charge and spin   8.8 kcal per mole
F_max   0.317 eV/A

ORCA input file:
```
! RIJCOSX wB97M-V def2-TZVPD def2/J DEFGRID3
* xyz -2 1
Sr -2.412 -1.268 1.799
Br 1.863 -6.817 5.732
C 1.275 -5.177 4.962
C 2.197 -4.354 4.345
C 1.762 -3.168 3.774
C 0.417 -2.822 3.817
C -0.500 -3.664 4.438
C -0.069 -4.844 5.020
N -0.049 -1.631 3.211
C 0.470 -0.547 3.600
C 0.118 0.774 3.059
C 0.805 1.881 3.529
C 0.532 3.125 2.973
C -0.422 3.217 1.980
C -1.086 2.056 1.596
N -0.829 0.861 2.114
H 3.237 -4.643 4.288
H 2.459 -2.532 3.243
H -1.547 -3.381 4.473
H -0.777 -5.499 5.509
H 1.225 -0.529 4.393
H 1.546 1.762 4.309
H 1.062 4.006 3.311
H -0.668 4.150 1.488
H -1.848 2.103 0.825
Se -3.183 5.381 -3.724
P -1.648 5.678 -2.259
Se -2.175 5.835 -0.188
C -0.672 7.151 -2.772
C -0.178 7.208 -4.074
C 0.572 8.295 -4.493
C 0.827 9.345 -3.616
C 0.332 9.296 -2.323
C -0.412 8.198 -1.900
C -0.364 4.373 -2.432
C 0.913 4.594 -1.919
C 1.896 3.625 -2.047
C 1.605 2.418 -2.671
C 0.328 2.181 -3.157
C -0.651 3.161 -3.046
H -0.404 6.398 -4.758
H 0.953 8.328 -5.506
H 1.408 10.198 -3.946
H 0.523 10.111 -1.636
H -0.800 8.138 -0.890
H 1.133 5.531 -1.421
H 2.889 3.809 -1.654
H 2.366 1.652 -2.759
H 0.085 1.230 -3.617
H -1.646 3.000 -3.445
C 3.122 -1.168 -1.298
C 2.161 -1.167 -0.098
C 1.164 -0.035 -0.321
C 1.672 -2.592 0.194
C 2.707 -3.455 0.566
C 2.498 -4.782 0.875
C 1.206 -5.274 0.807
C 0.139 -4.462 0.443
C -1.211 -5.154 0.319
C -1.639 -5.305 -1.143
C -2.343 -4.557 1.147
C 0.346 -3.089 0.148
N -0.771 -2.275 -0.119
C -0.967 -1.884 -1.391
C -0.235 -2.307 -2.531
C -0.511 -1.834 -3.806
C -1.526 -0.918 -4.043
C -2.280 -0.480 -2.952
C -1.992 -0.963 -1.708
F -2.773 -0.505 -0.657
H 3.538 -0.168 -1.443
H 2.572 -1.437 -2.204
H 3.949 -1.869 -1.181
H 2.753 -0.899 0.788
H 0.805 -0.032 -1.349
H 1.668 0.922 -0.158
H 0.288 -0.079 0.311
H 3.713 -3.051 0.632
H 3.322 -5.419 1.176
H 1.014 -6.316 1.042
H -1.041 -6.163 0.709
H -1.841 -4.331 -1.588
H -2.551 -5.905 -1.208
H -0.861 -5.793 -1.734
H -2.825 -3.729 0.630
H -1.997 -4.229 2.130
H -3.127 -5.299 1.321
H 0.561 -3.027 -2.385
H 0.087 -2.197 -4.636
H -1.731 -0.545 -5.036
H -3.082 0.240 -3.060
S -2.916 0.026 4.467
S -4.211 -1.441 5.122
S -4.167 -2.940 3.698
S -5.148 -2.304 1.989
*
```

Here are the Mulliken charges for atoms 1 to 5, given in e:
1. Sr 1.294
2. Br -0.244
3. C 0.073
4. C -0.692
5. C 0.182



Entry 5:
Entry from the OMol25 dataset: a molecular structure, C42H40Cr2N8O6 at a distorted geometry (wB97M-V/def2-TZVPD).

Lowest unoccupied orbital energy (alpha / beta)   -2.59 / -4.83 eV
F_max   14.835 eV/A

ORCA input file:
```
! RIJCOSX wB97M-V def2-TZVPD def2/J DEFGRID3
* xyz 1 10
Cr 21.192 -15.946 9.985
Cr 19.624 -13.151 11.122
C 19.373 -15.316 12.733
O 18.815 -14.215 13.063
O 19.879 -15.430 11.622
O 19.381 -16.053 13.702
C 20.885 -13.449 8.985
O 20.348 -14.491 8.713
O 20.200 -12.470 9.216
O 21.352 -13.680 10.104
N 22.391 -16.600 8.099
C 23.052 -15.614 7.477
C 23.672 -15.669 6.236
C 23.672 -16.876 5.625
C 22.917 -17.942 6.119
C 22.313 -17.733 7.373
H 23.114 -14.722 8.083
H 24.020 -14.686 5.956
H 23.970 -16.991 4.593
H 22.901 -18.923 5.668
H 21.742 -18.523 7.838
N 21.056 -12.057 12.685
C 22.393 -12.229 12.638
C 23.379 -11.492 13.259
C 22.973 -10.423 14.050
C 21.596 -10.188 14.193
C 20.677 -11.022 13.506
H 22.640 -13.074 12.011
H 24.453 -11.580 13.182
H 23.793 -9.804 14.385
H 21.196 -9.413 14.830
H 19.617 -10.828 13.584
N 18.976 -13.534 2.826
C 18.235 -12.623 3.543
C 18.354 -12.453 4.877
C 19.362 -13.210 5.496
C 20.103 -14.163 4.847
C 19.912 -14.297 3.509
H 17.491 -12.013 3.052
H 17.812 -11.622 5.304
H 19.459 -13.099 6.566
H 20.726 -14.860 5.388
H 20.414 -14.937 2.799
N 19.518 -7.480 5.089
C 19.215 -7.210 6.358
C 19.232 -8.150 7.360
C 19.814 -9.374 7.085
C 20.289 -9.624 5.800
C 20.086 -8.671 4.812
H 18.842 -6.223 6.590
H 18.833 -7.966 8.346
H 19.807 -10.225 7.750
H 20.750 -10.553 5.499
H 20.392 -8.894 3.800
N 23.267 -9.477 10.375
C 23.274 -10.773 9.911
C 24.438 -11.344 9.429
C 25.618 -10.577 9.437
C 25.621 -9.242 9.850
C 24.406 -8.684 10.208
H 22.331 -11.294 9.973
H 24.402 -12.397 9.188
H 26.530 -11.014 9.058
H 26.447 -8.595 9.593
H 24.384 -7.638 10.477
N 19.901 -17.692 9.710
C 20.085 -18.872 10.294
C 19.291 -20.022 10.090
C 18.108 -19.850 9.345
C 17.768 -18.549 9.018
C 18.709 -17.578 9.055
H 20.936 -18.927 10.957
H 19.523 -20.981 10.530
H 17.371 -20.640 9.367
H 16.833 -18.389 8.502
H 18.473 -16.592 8.685
N 18.395 -11.330 11.257
C 18.664 -10.110 10.740
C 18.060 -8.930 11.032
C 16.929 -9.017 11.819
C 16.569 -10.234 12.307
C 17.357 -11.367 12.119
H 19.564 -10.086 10.143
H 18.390 -7.963 10.680
H 16.467 -8.063 12.025
H 15.742 -10.311 12.998
H 17.114 -12.312 12.581
N 17.348 -13.842 10.063
C 17.127 -13.569 8.716
C 16.260 -14.169 7.866
C 15.339 -15.043 8.484
C 15.570 -15.456 9.772
C 16.536 -14.842 10.543
H 17.817 -12.829 8.340
H 16.091 -13.929 6.827
H 14.625 -15.552 7.853
H 14.988 -16.245 10.226
H 16.844 -15.301 11.471
*
```

Here are the Mulliken charges for atoms 1 to 5, given in e:
1. Cr 0.342
2. Cr 1.182
3. C 0.520
4. O -0.671
5. O 0.005



> F_max of number 1 (C42H39F6N3O2)?

1.928 eV/A